{
  "formula": "C36H34NO5S",
  "method": "wB97M-V/def2-TZVPD",
  "elements": ["O", "C", "C", "C", "H", "C", "H", "H", "H", "H", "H", "H", "C", "C", "C", "C", "C", "H", "C", "O", "H", "C", "C", "C", "H", "C", "C", "H", "H", "H", "H", "H", "H", "H", "H", "O", "H", "C", "H", "H", "H", "C", "H", "O", "C", "C", "C", "H", "C", "C", "C", "H", "C", "C", "H", "H", "C", "C", "C", "H", "C", "H", "C", "O", "H", "C", "H", "H", "H", "C", "S", "C", "N", "C", "C", "C", "H"],
  "coordinates": [[-3.813, 0.210, 0.419], [3.382, 2.329, 1.382], [-6.585, 0.478, 2.724], [1.013, 4.647, 0.480], [0.277, 5.439, 0.351], [-4.693, 1.952, 4.124], [2.162, 0.982, 2.539], [-1.215, 0.015, 2.180], [-4.616, -1.219, -1.432], [5.836, 0.322, -1.479], [3.409, -5.893, -3.510], [-0.053, -0.167, -0.240], [5.861, -2.584, -3.219], [3.818, -3.994, -2.635], [-4.922, 0.038, 0.893], [0.272, 3.341, 0.815], [0.369, -0.008, 0.751], [8.729, -1.141, -4.278], [2.057, 1.639, 1.675], [3.786, -0.874, -0.806], [1.353, -6.261, -2.164], [-5.940, -0.784, 0.186], [-8.140, -1.763, 0.052], [1.833, 4.551, -0.811], [3.947, 2.434, 2.306], [2.257, -3.230, -0.969], [7.367, -0.277, -2.863], [2.423, 0.021, 0.436], [0.635, -4.557, -0.525], [-7.924, 0.932, 4.318], [0.168, 2.748, -0.102], [-9.121, -1.899, 0.487], [1.145, 3.218, 2.766], [-8.518, -2.978, -1.668], [-6.269, -2.629, -2.632], [-8.732, -0.461, 2.456], [-0.750, 3.574, 1.117], [-5.300, 0.639, 2.202], [-3.366, 1.495, 2.498], [1.209, 4.793, -1.672], [3.595, 5.627, 0.371], [1.523, -4.393, -1.122], [2.221, 3.537, -0.949], [5.414, -4.666, -4.235], [5.065, -3.825, -3.440], [-6.531, -2.166, -1.690], [-0.667, 0.755, 1.598], [-6.241, 2.254, 5.581], [5.427, -1.594, -2.333], [1.929, -5.354, -2.041], [-7.616, -0.330, 2.007], [1.954, -2.477, -0.255], [4.174, -1.758, -1.560], [-7.215, -0.972, 0.721], [-3.956, 2.521, 4.675], [-1.399, 1.237, 0.948], [0.854, 2.525, 1.976], [7.049, -2.417, -3.917], [-5.605, -1.381, -1.025], [7.369, -3.197, -4.594], [6.184, -0.439, -2.164], [3.243, 3.328, 0.972], [-4.358, 1.377, 2.911], [-0.125, 1.660, 2.539], [1.675, 1.228, -0.339], [3.406, -3.019, -1.726], [7.955, 0.621, -2.729], [3.989, 1.762, 0.673], [0.602, -0.989, 1.159], [-7.797, -2.360, -1.149], [3.223, 5.713, -0.914], [3.073, -5.155, -2.795], [1.674, 0.721, 0.547], [-5.978, 1.799, 4.636], [-6.920, 1.065, 3.938], [7.801, -1.267, -3.736], [1.658, 4.950, 1.308]],
  "forces_ev_per_a": [[0.142, 0.003, 0.034], [-0.077, 0.154, -0.074], [-0.014, -0.029, -0.004], [-0.044, -0.032, -0.229], [0.089, 0.099, 0.107], [0.002, -0.003, -0.007], [0.026, -0.043, -0.033], [-0.059, 0.014, -0.042], [0.004, 0.007, 0.013], [0.001, -0.006, 0.007], [0.018, 0.007, 0.002], [0.026, -0.121, 0.013], [-0.007, -0.023, -0.010], [0.027, -0.007, -0.017], [-0.026, 0.004, 0.008], [-0.029, 0.172, 0.025], [-0.199, 0.051, -0.289], [-0.002, 0.004, -0.002], [0.106, 0.088, 0.069], [-0.280, 0.230, 0.258], [0.000, 0.000, 0.003], [0.011, 0.008, 0.011], [-0.009, -0.015, -0.034], [0.178, 0.018, 0.137], [0.022, -0.021, -0.016], [-0.018, -0.003, -0.012], [-0.006, 0.008, 0.006], [0.010, 0.014, -0.292], [-0.001, 0.001, -0.003], [-0.002, -0.016, -0.011], [-0.034, -0.024, 0.025], [0.002, 0.017, 0.010], [-0.063, -0.073, 0.093], [0.000, 0.004, -0.004], [-0.003, -0.001, 0.000], [-0.007, -0.009, 0.007], [0.007, -0.010, 0.031], [0.003, 0.001, -0.023], [-0.010, 0.009, -0.016], [-0.011, -0.155, -0.036], [0.037, -0.020, 0.003], [-0.006, 0.010, 0.007], [-0.051, -0.002, -0.066], [0.003, -0.002, -0.002], [-0.014, 0.013, 0.014], [0.010, 0.006, 0.004], [-0.135, -0.119, 0.048], [0.003, -0.001, 0.001], [-0.030, 0.012, 0.039], [0.006, 0.004, -0.004], [0.025, 0.015, -0.012], [0.007, -0.011, 0.003], [0.054, -0.099, -0.086], [-0.004, 0.006, 0.021], [-0.003, 0.004, -0.002], [0.084, 0.102, -0.021], [-0.023, -0.039, -0.128], [0.017, 0.019, -0.011], [-0.010, -0.020, -0.024], [-0.018, -0.005, -0.002], [0.022, 0.006, -0.005], [0.014, -0.073, -0.052], [0.005, 0.017, 0.016], [0.021, -0.046, -0.002], [-0.098, 0.133, 0.075], [0.015, 0.042, 0.024], [0.002, -0.002, 0.001], [0.033, -0.062, 0.078], [0.144, 0.131, 0.229], [-0.006, 0.005, 0.008], [-0.083, 0.105, -0.020], [-0.018, -0.014, 0.013], [0.281, -0.414, 0.068], [-0.006, -0.004, -0.004], [0.011, 0.017, 0.029], [-0.006, -0.006, 0.000], [-0.058, -0.026, 0.052]],
  "energy_ha": -2221.1891,
  "homo_ev": -11.579,
  "charge": 1,
  "de_lowest_ev": 0.0000,
  "max_force_ev_per_a": 0.505,
  "lumo_energy_ha": -0.132,
  "homo_lumo_gap_ev": 8.0
}